# C4H12

A cluster of 2 separate species, C4H12 in total at a distorted geometry (ωB97M-V/def2-TZVPD, the OMol25 dataset).

Geometry as ORCA input:
```
! RIJCOSX wB97M-V def2-TZVPD def2/J DEFGRID3
* xyz 0 1
C -2.2915 0.8870 -0.1644
C -2.0648 -0.5992 -0.4928
H -1.6725 1.6742 -0.7786
H -3.2674 1.1105 -0.4156
H -1.8703 1.1021 0.9468
H -1.1506 -1.1208 -0.0919
H -2.1855 -0.7181 -1.5339
H -2.7567 -1.3696 0.0005
C 2.8621 0.2496 0.2256
C 1.5147 -0.5516 0.4059
H 2.8667 1.0381 0.9717
H 3.7974 -0.2860 0.4309
H 2.6283 0.9412 -0.7127
H 0.9484 -0.4157 -0.5010
H 1.6732 -1.6356 0.5697
H 0.8654 -0.2353 1.2681
*
```

Results
* ΔE to the lowest compared entry with this formula, charge and spin: 146.5 kJ/mol
* molecular weight: 60.1 g/mol
* SMILES: CC.CC
* E_LUMO: 1.1 eV
* orbital gap: 12.16 eV
* highest occupied orbital energy: -11.0715 eV